# 1
C5H10O2 as an isolated structure, computed with ωB97M-V/def2-TZVPD.

Properties
- Kohn-Sham gap: 0.335 Eh
- E_HOMO: -8.20 eV
- Charge: 0
- Lowest unoccupied orbital energy: 0.91 eV
- Energy relative to the best compared isomer or geometry (same formula, charge and spin): 127.3 kcal per mole

```
17
C5H10O2 ωB97M-V/def2-TZVPD
C -2.27 -0.02 1.15
O -0.91 -0.01 0.75
C -0.77 0.25 -0.66
C 0.56 0.54 -1.26
C 1.70 0.91 -0.43
C 1.85 -0.65 -0.43
O 1.50 -1.30 0.74
H -2.75 0.95 0.93
H -2.30 -0.19 2.23
H -2.84 -0.81 0.64
H -1.32 -0.52 -1.23
H -1.25 1.22 -0.89
H 1.29 -1.03 -1.35
H 2.49 1.45 -0.96
H 1.62 1.28 0.60
H 2.83 -0.96 -0.78
H 0.56 -1.12 0.95
```

# 2
A single C20H28N4O2 molecule at a distorted geometry, computed with ωB97M-V/def2-TZVPD.

Properties
- Kohn-Sham gap: 0.351 Eh
- E_HOMO: -8.76 eV
- Charge: 0
- Lowest unoccupied orbital energy: 0.78 eV
- Energy relative to the best compared isomer or geometry (same formula, charge and spin): 68.0 kcal per mole

```
54
C20H28N4O2 ωB97M-V/def2-TZVPD
C 4.47 4.80 0.12
C 3.26 4.20 -0.15
C 3.22 2.94 -0.72
C 4.39 2.27 -1.02
C 5.61 2.87 -0.74
C 5.65 4.13 -0.18
H 6.60 4.60 0.04
H 6.53 2.35 -0.96
C 4.34 0.87 -1.60
C 4.01 -0.06 -0.49
N 4.88 -0.80 0.13
O 4.17 -1.44 1.11
C 2.91 -1.01 1.01
N 2.75 -0.17 0.04
C 1.89 -1.54 1.97
N 0.53 -1.09 1.78
C -0.05 -1.52 0.52
C -1.56 -1.28 0.54
C -1.81 0.21 0.75
C -1.13 0.67 2.03
C 0.36 0.35 1.96
H 0.84 0.63 2.90
H 0.83 0.91 1.15
H -1.57 0.16 2.88
H -1.25 1.75 2.17
H -2.89 0.40 0.79
H -1.41 0.77 -0.11
C -2.20 -1.78 -0.75
N -3.63 -1.53 -0.78
C -4.17 -1.57 -2.13
C -5.64 -1.17 -2.09
H -6.09 -1.24 -3.09
O -6.39 -2.03 -1.26
C -5.86 -2.02 0.04
C -4.39 -2.43 0.06
H -4.01 -2.38 1.08
H -4.30 -3.48 -0.30
H -6.47 -2.72 0.62
H -5.95 -1.01 0.48
H -5.72 -0.14 -1.73
H -3.62 -0.86 -2.76
H -4.08 -2.58 -2.57
H -1.75 -1.25 -1.59
H -1.98 -2.86 -0.88
H -1.96 -1.82 1.40
H 0.15 -2.59 0.41
H 0.40 -1.00 -0.34
H 1.91 -2.63 1.92
H 2.21 -1.25 2.98
H 3.56 0.81 -2.35
H 5.30 0.59 -2.02
H 2.27 2.46 -0.92
H 2.33 4.72 0.08
H 4.51 5.79 0.56
```

# 3
A single C12H20F7NO4Si molecule at a distorted geometry, computed with ωB97M-V/def2-TZVPD.

Properties
- Kohn-Sham gap: 0.375 Eh
- E_HOMO: -9.82 eV
- Charge: 0
- Lowest unoccupied orbital energy: 0.37 eV

```
45
C12H20F7NO4Si ωB97M-V/def2-TZVPD
C 0.89 -3.76 1.82
O -0.08 -3.81 2.86
C -1.25 -3.08 2.51
C -0.95 -1.56 2.49
C -0.82 -0.95 1.05
C 0.19 0.22 1.12
Si 0.06 1.48 -0.30
C 0.69 3.10 0.50
O 0.97 4.11 -0.45
O 1.75 5.06 0.23
N 1.16 1.18 -1.66
C 2.56 1.58 -1.33
C 1.25 -0.20 -2.08
C 1.91 -1.31 -1.25
O 0.86 -0.49 -3.15
C -1.77 1.86 -0.80
F -2.60 1.66 0.24
F -1.81 3.20 -1.01
C -2.33 1.24 -2.11
F -1.51 1.44 -3.10
F -3.43 1.95 -2.42
C -2.79 -0.22 -2.03
F -3.65 -0.45 -1.07
F -1.80 -1.09 -1.94
F -3.42 -0.48 -3.17
H 1.49 -2.84 1.86
H 1.51 -4.65 1.93
H 0.37 -3.81 0.86
H -1.95 -3.26 3.33
H -1.68 -3.43 1.56
H -0.02 -1.33 3.02
H -1.76 -1.04 3.02
H -1.83 -0.66 0.76
H -0.51 -1.77 0.40
H -0.02 0.78 2.05
H 1.20 -0.18 1.22
H -0.12 3.47 1.16
H 1.54 2.86 1.16
H 2.63 5.03 -0.16
H 2.79 1.49 -0.26
H 2.76 2.58 -1.72
H 3.26 0.92 -1.85
H 2.64 -1.80 -1.91
H 1.16 -2.07 -1.00
H 2.47 -0.94 -0.39
```

# 4
C23H44AuF3N4O5SSbSi3 as an isolated structure, computed with ωB97M-V/def2-TZVPD.

Properties
- Kohn-Sham gap: 0.290 Eh
- E_HOMO: -5.52 eV
- Charge: -1
- Lowest unoccupied orbital energy: 2.38 eV
- Energy relative to the best compared isomer or geometry (same formula, charge and spin): 18.0 kcal per mole

```
85
C23H44AuF3N4O5SSbSi3 ωB97M-V/def2-TZVPD
Au 0.03 -0.81 -0.52
C 2.62 1.01 -1.07
N 2.09 -0.28 -1.56
C 2.06 -0.24 -3.04
N 3.40 0.01 -3.59
C 3.89 1.28 -3.05
N 3.96 1.27 -1.59
C 4.84 0.17 -1.18
N 4.37 -1.13 -1.67
C 3.02 -1.35 -1.15
C 4.28 -1.06 -3.14
H 2.63 0.99 0.02
H 1.93 1.80 -1.37
H 1.38 0.55 -3.35
H 1.67 -1.19 -3.41
H 3.22 2.08 -3.37
H 4.89 1.47 -3.46
H 4.89 0.15 -0.09
H 5.84 0.36 -1.58
H 3.06 -1.38 -0.06
H 2.64 -2.30 -1.51
H 3.91 -2.01 -3.51
H 5.29 -0.89 -3.54
C -0.13 0.80 5.13
Si 0.81 0.67 3.49
C 2.31 -0.43 3.72
C 1.28 2.35 2.83
Sb -0.78 -0.47 1.87
Si -1.57 -2.73 2.70
C -2.18 -2.66 4.48
C -0.14 -3.94 2.56
C -2.93 -3.24 1.52
Si -2.84 1.05 1.69
C -3.48 0.93 -0.06
C -2.39 2.80 2.20
C -4.15 0.41 2.89
H 0.50 1.29 5.88
H -0.41 -0.18 5.52
H -1.04 1.39 5.01
H 3.07 0.08 4.33
H 2.77 -0.69 2.76
H 2.06 -1.36 4.23
H 2.27 2.64 3.19
H 0.57 3.11 3.16
H 1.25 2.39 1.73
H -1.37 -2.48 5.18
H -2.65 -3.61 4.75
H -2.93 -1.87 4.62
H 0.73 -3.62 3.14
H 0.16 -4.04 1.52
H -0.44 -4.93 2.92
H -3.86 -2.69 1.70
H -3.15 -4.30 1.66
H -2.64 -3.09 0.48
H -2.97 1.66 -0.70
H -4.55 1.15 -0.08
H -3.32 -0.05 -0.51
H -1.55 3.19 1.62
H -2.16 2.86 3.27
H -3.25 3.45 2.02
H -4.43 -0.63 2.67
H -5.05 1.02 2.82
H -3.80 0.45 3.93
O -0.16 4.26 -0.14
C -0.30 3.14 -0.65
O -0.18 2.02 -0.07
C -0.67 3.10 -2.14
C -0.86 4.28 -2.84
C -1.20 4.26 -4.19
C -1.35 3.05 -4.85
C -1.17 1.86 -4.17
C -0.84 1.89 -2.82
H -0.73 5.21 -2.30
H -1.34 5.19 -4.73
H -1.62 3.04 -5.90
H -1.30 0.90 -4.66
H -0.72 0.97 -2.27
F -0.54 -4.88 -3.84
C -1.41 -4.40 -2.95
F -1.11 -4.93 -1.75
F -2.63 -4.85 -3.29
S -1.37 -2.56 -2.89
O -1.70 -2.15 -4.22
O 0.02 -2.32 -2.49
O -2.32 -2.24 -1.85
```

# 5
C29H41CaCl2N3O9P2 as an isolated structure, computed with ωB97M-V/def2-TZVPD.

Properties
- Kohn-Sham gap: 0.303 Eh
- E_HOMO: -7.85 eV
- Charge: 0
- Lowest unoccupied orbital energy: 0.40 eV
- Energy relative to the best compared isomer or geometry (same formula, charge and spin): 9.5 kcal per mole

```
87
C29H41CaCl2N3O9P2 ωB97M-V/def2-TZVPD
Ca 0.88 -0.23 0.08
C -2.04 3.02 0.28
C -2.29 1.62 0.77
C -2.08 1.28 2.10
C -2.36 0.00 2.58
C -2.12 -0.37 4.01
C -2.86 -0.95 1.69
C -3.04 -0.66 0.35
C -3.52 -1.70 -0.62
C -2.75 0.64 -0.10
H -2.33 3.75 1.04
H -2.61 3.23 -0.63
H -0.98 3.17 0.07
H -1.71 2.03 2.79
H -3.05 -0.61 4.52
H -1.63 0.43 4.55
H -1.47 -1.25 4.06
H -3.09 -1.95 2.05
H -4.12 -2.46 -0.12
H -2.67 -2.22 -1.08
H -4.12 -1.26 -1.42
H -2.94 0.89 -1.14
C 4.28 2.69 1.19
C 3.80 2.43 -0.23
O 4.69 3.05 -1.15
P 3.77 0.63 -0.56
O 2.98 0.45 -1.93
O 5.22 0.12 -0.89
O 3.13 -0.15 0.55
P 2.08 3.02 -0.59
O 1.88 4.42 0.17
O 2.11 3.20 -2.07
O 1.14 2.03 0.04
H 5.32 2.38 1.30
H 3.67 2.14 1.92
H 4.21 3.75 1.40
H 4.16 3.29 -1.92
H 2.54 1.27 -2.26
H 5.57 -0.46 -0.19
H 2.06 5.16 -0.43
Cl 0.23 -7.30 -2.54
C 1.52 -6.16 -2.76
C 2.35 -6.30 -3.87
C 3.38 -5.40 -4.06
C 3.60 -4.38 -3.15
C 2.77 -4.27 -2.05
Cl 3.08 -3.01 -0.89
C 1.70 -5.14 -1.83
N 0.83 -5.00 -0.73
C 1.28 -5.36 0.55
C 2.33 -6.26 0.71
C 2.76 -6.62 1.98
C 2.15 -6.08 3.11
C 1.09 -5.19 2.94
C 0.64 -4.83 1.68
C -0.54 -3.89 1.54
C -0.15 -2.53 0.99
O 0.21 -1.62 1.79
O -0.16 -2.37 -0.27
H 2.17 -7.10 -4.57
H 4.03 -5.50 -4.92
H 4.41 -3.67 -3.28
H 0.35 -4.10 -0.75
H 2.81 -6.69 -0.16
H 3.57 -7.32 2.09
H 2.48 -6.35 4.10
H 0.60 -4.77 3.81
H -1.00 -3.75 2.52
H -1.29 -4.33 0.87
C -0.03 0.22 -5.26
C -0.82 1.03 -4.24
C -0.81 2.51 -4.63
C -2.26 0.52 -4.16
N -0.11 0.98 -2.95
N -0.16 -0.25 -2.23
H -0.54 0.21 -6.22
H 0.08 -0.82 -4.94
H 0.97 0.64 -5.40
H -1.15 2.63 -5.65
H 0.20 2.92 -4.54
H -1.47 3.09 -3.98
H -2.78 0.71 -5.10
H -2.81 1.02 -3.36
H -2.30 -0.56 -3.98
H -0.42 1.72 -2.33
H 0.43 -0.91 -2.72
H -1.09 -0.66 -2.16
```

# 6
C46H46CrN9OSb as an isolated structure at a distorted geometry, computed with ωB97M-V/def2-TZVPD.

Properties
- Kohn-Sham gap (spin up / spin down): 0.165 / 0.181 Eh
- E_HOMO (spin up / spin down): -8.86 / -8.89 eV
- <S²>: 0.787
- Charge: +1
- Multiplicity: 2
- Lowest unoccupied orbital energy (spin up / spin down): -4.36 / -3.97 eV

```
104
C46H46CrN9OSb ωB97M-V/def2-TZVPD
Cr -1.80 -0.19 -1.51
C 3.10 -2.76 -1.79
C 1.94 -2.85 -1.04
C 0.94 -1.92 -1.19
C 1.08 -0.86 -2.09
C 2.25 -0.77 -2.86
C 3.24 -1.72 -2.70
N 0.00 0.05 -2.25
N 0.23 0.98 -3.07
C -0.92 1.67 -3.41
C -0.85 2.75 -4.29
C -2.02 3.32 -4.75
C -3.25 2.78 -4.37
C -3.30 1.72 -3.48
C -2.14 1.15 -2.95
H 3.89 -3.49 -1.67
H 1.82 -3.65 -0.32
H 0.03 -1.99 -0.61
H 2.36 0.05 -3.55
H 4.14 -1.64 -3.30
H 0.12 3.13 -4.59
H -1.99 4.16 -5.43
H -4.16 3.19 -4.77
H -4.27 1.32 -3.21
N -2.70 1.73 -0.29
C -4.16 1.55 -0.15
C -4.40 0.10 0.20
N -3.92 -0.71 -0.93
H -2.29 1.81 0.63
H -2.50 2.60 -0.78
H -4.63 1.78 -1.10
H -4.59 2.21 0.61
H -5.46 -0.07 0.42
H -3.81 -0.17 1.07
H -4.54 -0.57 -1.72
H -3.96 -1.69 -0.70
N -1.75 -2.92 1.99
C -1.01 -1.86 1.55
O -1.55 -1.08 0.70
C 0.29 -1.72 2.07
C 1.15 -0.60 1.82
N 2.31 -0.36 2.23
C 0.80 -2.76 2.90
N 1.20 -3.60 3.58
H -2.72 -2.98 1.74
H -1.41 -3.48 2.76
N -2.63 -2.78 -4.72
C -2.23 -1.62 -4.17
N -2.06 -1.71 -2.86
C -2.36 -3.04 -2.54
C -2.33 -3.70 -1.31
C -2.69 -5.03 -1.30
C -3.06 -5.70 -2.47
C -3.08 -5.06 -3.69
C -2.73 -3.72 -3.71
H -2.79 -2.93 -5.69
H -2.07 -0.72 -4.74
H -2.01 -3.19 -0.41
H -2.66 -5.58 -0.36
H -3.33 -6.75 -2.42
H -3.36 -5.58 -4.60
C 2.25 0.14 5.01
C 3.31 -0.72 4.38
C 4.33 -1.29 5.13
C 5.32 -2.07 4.53
C 5.29 -2.28 3.16
C 4.28 -1.73 2.39
C 3.28 -0.97 3.00
Sb 0.40 1.14 0.72
C 2.18 1.96 -0.19
C 3.36 1.22 -0.27
C 4.43 1.69 -1.00
C 4.33 2.89 -1.69
C 3.15 3.62 -1.62
C 2.06 3.18 -0.87
C 0.81 4.01 -0.80
C 0.23 2.42 2.45
C 1.05 3.54 2.53
C 0.89 4.47 3.55
C -0.10 4.27 4.50
C -0.90 3.14 4.45
C -0.77 2.21 3.42
C -1.65 0.99 3.41
H 2.56 0.48 6.00
H 1.32 -0.41 5.12
H 2.05 1.02 4.38
H 4.36 -1.12 6.20
H 6.10 -2.51 5.13
H 6.06 -2.87 2.68
H 4.25 -1.89 1.32
H 3.43 0.28 0.25
H 5.35 1.11 -1.04
H 5.16 3.27 -2.26
H 3.07 4.56 -2.16
H 1.00 5.03 -1.12
H 0.42 4.05 0.22
H 0.04 3.59 -1.44
H 1.85 3.67 1.81
H 1.52 5.35 3.59
H -0.24 4.99 5.30
H -1.64 2.98 5.22
H -2.57 1.17 3.96
H -1.13 0.15 3.88
H -1.91 0.68 2.39
```